(1)
# C28H36P2PdSi

C28H36P2PdSi as an isolated structure at a distorted geometry (ωB97M-V/def2-TZVPD, the OMol25 dataset).

```
68
Properties=species:S:1:pos:R:3:forces:R:3
C -0.777 2.429 1.548 0.3 0.5 -0.2
H 1.368 -2.367 0.993 -0.1 0.0 0.2
C -1.836 -0.157 5.581 0.1 -0.2 0.0
P -1.496 -0.754 1.581 1.3 0.0 -0.1
H 1.186 2.140 2.600 -0.2 0.0 -0.3
C -0.968 0.704 -2.780 -0.4 -0.1 -0.8
H 2.592 -2.747 2.217 -0.2 0.0 -0.1
H 4.219 1.662 -3.099 0.0 -0.3 0.0
C -2.080 -0.596 4.281 0.4 0.4 0.2
H -2.658 -0.119 6.292 0.2 0.0 0.0
C 3.099 -0.718 3.760 0.0 -0.1 0.5
C -1.047 -0.601 3.341 0.0 -0.4 0.4
H -3.151 0.970 1.792 0.0 -0.2 -0.1
C -0.439 1.358 -3.910 -0.7 0.0 -0.2
C 0.637 2.289 1.673 0.4 0.8 -0.2
H -0.607 -1.564 -4.666 0.0 0.3 0.3
C 1.607 -2.291 2.059 0.0 -0.4 0.1
H 0.575 1.136 -4.265 -0.4 0.1 0.2
H 1.522 0.392 5.381 -0.4 -0.2 -0.1
H -1.495 2.390 2.363 0.2 0.0 -0.1
C 1.762 -0.628 -2.530 0.6 -0.4 -0.2
H 3.479 0.271 4.049 0.0 -0.3 0.0
H -2.076 -1.570 -3.599 0.2 0.3 0.2
H 1.975 1.483 -2.076 0.1 -0.3 -0.3
C -3.067 1.892 -3.096 0.2 -0.1 0.1
H 4.196 -2.588 -3.907 -0.1 0.2 0.2
H 1.982 -2.775 -2.790 0.0 0.3 -0.2
C -0.548 0.225 5.953 0.0 0.1 -0.1
H -2.286 -2.630 0.315 0.2 -0.1 0.2
H -3.459 -0.078 0.386 0.1 0.0 0.2
C -1.070 -1.965 -3.757 -1.7 -1.1 -3.3
H 5.310 -0.357 -4.093 -0.3 -0.1 0.1
H -2.694 0.502 -1.478 0.2 0.2 -0.4
H -0.293 -2.153 -2.718 -0.1 -1.1 0.4
C 2.441 0.597 -2.517 0.4 -0.1 -0.4
H -3.201 3.157 -4.850 0.3 -0.2 0.3
H 2.766 -1.261 4.656 0.4 0.0 -0.1
H -4.090 2.090 -2.767 0.3 0.0 -0.2
H -1.214 -3.027 -3.972 0.3 -0.2 0.4
C 0.154 2.683 -0.545 -0.5 0.2 0.0
C 1.212 2.413 0.372 0.3 0.6 0.8
C 3.707 -1.695 -3.514 0.1 0.1 0.2
H -0.770 -3.058 1.181 -0.4 0.3 0.0
Pd -0.100 0.553 0.349 -0.6 -1.8 -0.4
C 3.720 0.690 -3.079 -0.2 -0.1 0.2
C 2.447 -1.796 -2.922 0.3 0.6 -0.5
H -0.091 -1.040 -0.671 -0.1 0.4 0.2
H 3.896 -1.284 3.258 -0.2 0.3 0.2
H -3.081 -0.912 3.985 0.2 0.2 0.1
H -3.855 -0.661 2.026 -0.2 0.2 -0.2
C -1.729 -2.530 1.258 -0.5 -0.2 0.2
C -2.561 2.497 -4.255 0.2 -0.2 0.1
P 1.713 -0.534 2.568 0.3 0.2 -0.1
C -3.152 -0.063 1.437 -0.7 -0.3 0.4
C -1.076 2.658 0.171 0.0 1.0 -0.1
H -0.361 0.611 6.955 -0.1 -0.1 -0.2
C -1.245 2.231 -4.653 0.0 0.1 0.2
C 4.332 -0.447 -3.619 -0.2 0.0 0.2
H -0.845 2.682 -5.563 -0.1 0.0 0.3
C -2.279 0.997 -2.363 0.0 0.1 -0.5
H -2.318 -2.955 2.088 0.1 -0.1 -0.4
C 0.295 -0.363 3.752 -0.3 0.2 -0.2
C 0.515 0.115 5.053 -0.3 -0.3 0.0
H 2.272 2.358 0.139 -0.3 0.1 0.1
H 0.263 2.876 -1.606 -0.1 -0.1 0.2
H -2.063 2.845 -0.246 0.3 -0.1 0.1
Si -0.036 -0.786 -2.176 1.5 1.5 2.8
H 0.873 -2.825 2.672 0.1 -0.1 -0.2
```
Positions in Å, forces in eV/Å.

Properties
Net charge = 0
Spin multiplicity = 3

These are the Löwdin partial charges, in e, on atoms 1 to 6:
1 C -0.21
2 H 0.01
3 C -0.09
4 P 0.78
5 H 0.07
6 C -0.32

(2)
# C18H46IN2O11P2

A 4-piece molecular cluster, C18H46IN2O11P2 overall (ωB97M-V/def2-TZVPD, the OMol25 dataset).

```
80
Properties=species:S:1:pos:R:3:forces:R:3
O 0.339 -2.717 3.845 0.0 0.0 0.0
H 1.304 -4.926 2.958 0.0 0.0 0.0
C 2.496 1.010 -3.146 0.0 0.0 -0.1
H 3.976 -2.478 -7.084 0.0 0.0 0.0
O 3.579 -4.165 3.022 -0.1 -0.1 -0.1
H 2.196 -3.492 -4.231 0.0 0.0 0.0
H 0.226 -2.182 -3.348 0.0 0.1 0.0
O 1.848 1.245 -4.382 -0.1 0.0 0.0
H -3.256 0.919 1.300 0.0 0.0 0.0
C 4.615 -5.092 3.224 0.1 0.0 0.0
H 3.496 -0.686 -4.006 0.0 0.0 0.0
H -5.513 4.735 0.778 0.0 0.0 0.0
H -3.325 -0.009 4.209 0.0 0.0 0.0
C -5.689 3.844 0.164 -0.1 0.0 -0.1
H 2.339 -2.451 0.472 -0.1 0.0 -0.1
C 2.982 -0.417 -3.080 0.0 0.0 0.0
H 0.738 -0.821 -4.366 0.1 0.0 0.0
O -4.993 2.727 0.670 0.0 0.1 0.1
C -3.591 2.949 0.675 0.0 -0.1 0.0
H 5.597 -4.659 2.993 0.0 0.0 0.0
H 1.047 3.518 -0.645 0.0 0.0 -0.1
H -1.302 -1.957 4.874 0.0 0.0 0.0
H 3.691 -0.490 -2.253 0.0 0.0 0.0
H -4.210 2.330 4.513 0.0 0.0 0.0
C 1.661 -2.716 -4.797 0.0 0.0 0.0
H 0.304 2.386 -3.583 0.0 0.0 0.0
H -5.071 2.148 2.970 0.0 0.0 0.0
O -2.989 2.181 2.933 0.0 0.0 0.0
N 2.194 6.081 0.025 0.1 0.0 0.0
I -2.660 5.989 -1.629 -0.5 0.0 0.1
H 4.596 -5.381 4.273 0.0 0.0 0.0
C -4.302 0.330 3.838 0.0 0.0 0.0
H -0.267 7.743 -0.450 0.2 0.0 -0.1
H 4.479 -5.986 2.602 0.0 0.0 0.0
H -1.067 -4.215 3.648 0.0 0.0 0.0
C 1.087 2.439 -4.346 0.0 0.1 0.0
C 0.550 -4.523 2.276 -0.1 0.0 0.0
O -0.073 8.004 -1.361 -0.3 0.2 0.1
H 1.411 5.942 0.654 -0.1 -0.1 0.0
H 3.993 -3.577 -5.684 0.0 0.0 0.0
H -0.805 -1.038 3.429 0.0 0.0 0.0
H 1.710 3.311 -4.123 0.0 0.0 0.0
C -0.390 -3.608 3.027 0.0 0.0 0.0
H 1.813 1.211 -2.313 0.0 0.0 0.0
H 3.067 5.895 0.500 0.0 0.0 0.1
H -3.208 -1.841 2.883 0.0 -0.1 0.0
C 2.215 -3.018 1.395 0.0 0.1 0.0
H -1.830 1.974 1.303 0.0 0.0 0.0
C -4.296 -1.751 2.779 0.0 0.1 -0.1
H -4.608 -2.246 1.861 0.0 0.0 0.0
H -4.780 -2.240 3.634 0.0 0.0 0.0
O 2.538 -2.100 -5.720 0.1 0.0 0.1
H -3.368 3.953 1.054 0.0 0.0 0.0
P 2.095 5.241 -1.474 0.0 -0.3 -0.1
N 0.543 5.512 -1.918 0.2 0.3 0.0
H 3.658 -4.545 0.990 0.0 0.0 0.0
O 1.961 -1.361 -2.772 0.1 -0.1 0.0
C -4.207 1.814 3.550 0.0 0.0 0.1
P -0.251 6.772 -2.440 0.3 -0.1 -0.2
O 1.937 3.638 -1.008 0.1 0.0 0.1
C 3.530 -3.702 1.683 0.0 0.0 0.0
O -4.654 -0.395 2.676 0.0 0.0 0.0
H 0.628 2.560 -5.326 0.0 0.0 0.0
H -5.387 4.079 -0.861 0.0 0.0 0.0
O 1.143 -3.916 1.145 0.1 0.0 0.0
C -2.896 1.923 1.536 0.1 0.0 -0.1
H -3.198 2.886 -0.346 0.0 0.1 0.0
H 1.970 -2.319 2.197 0.0 0.0 0.0
H -0.997 -3.049 2.302 0.0 0.0 0.0
H 2.754 -3.762 -6.947 0.0 0.0 0.0
C 3.350 -3.031 -6.386 0.0 0.0 -0.1
H -6.751 3.599 0.181 0.0 0.0 0.0
C -0.440 -1.628 4.279 0.0 0.0 0.0
H -5.051 0.151 4.624 0.0 0.0 0.0
H 0.834 -3.195 -5.341 0.0 0.0 0.0
H -0.041 -5.352 1.880 0.0 0.0 0.0
H 3.351 1.690 -3.033 0.0 0.0 0.0
H 4.344 -2.985 1.508 0.1 0.0 0.0
C 1.085 -1.707 -3.829 -0.1 0.0 0.0
H 0.197 -0.997 4.895 0.0 0.0 0.0
```
Positions in Å, forces in eV/Å.

Properties
Net charge = -1

These are the Löwdin partial charges, in e, on atoms 1 to 6:
1 O -0.19
2 H 0.12
3 C -0.22
4 H 0.09
5 O -0.19
6 H 0.13

Energy per entry: -59549.5225, -71592.8945 eV